Entry 1:
Density functional theory data (wB97M-V/def2-TZVPD) for a structure of composition C35H33NO2SSe3Te2V.

```
78
Properties=species:S:1:pos:R:3
V -0.4043 -0.1601 0.5147
Se -0.4762 0.8533 2.7092
Se 0.2383 3.0619 2.3243
Te -0.7965 3.4698 0.0811
Se 0.3536 1.6272 -1.1670
C 8.8261 -3.1300 -2.5839
C 7.4574 -2.6169 -2.2284
C 6.9565 -2.7346 -0.9396
C 5.6941 -2.2651 -0.5933
C 5.2440 -2.4315 0.8338
C 4.9109 -1.6424 -1.5756
Te 2.8787 -1.0121 -1.1437
N 1.0771 -1.4503 0.1896
C 0.4189 -2.4264 0.7850
O -0.6854 -2.0696 1.3404
C 0.8216 -3.8577 0.8774
C 0.0538 -4.7007 1.6768
C 0.3889 -6.0384 1.8056
C 1.4934 -6.5464 1.1347
C 2.2579 -5.7126 0.3315
C 1.9219 -4.3738 0.2026
C 3.4691 0.3246 0.3829
C 3.1450 0.0702 1.7070
C 3.4971 0.9775 2.6943
C 4.1752 2.1345 2.3499
C 4.4922 2.3830 1.0234
C 4.1407 1.4932 0.0130
C 4.4506 1.8290 -1.4187
C 5.3893 -1.5269 -2.8886
C 4.6176 -0.8877 -4.0190
C 6.6589 -2.0118 -3.1864
H 9.2856 -3.6442 -1.7411
H 9.4828 -2.3093 -2.8778
H 8.7766 -3.8255 -3.4229
H 7.5625 -3.2124 -0.1770
H 5.7959 -3.2387 1.3146
H 4.1808 -2.6602 0.9069
H 5.4144 -1.5172 1.4042
H -0.7998 -4.2849 2.1937
H -0.2103 -6.6861 2.4321
H 1.7570 -7.5913 1.2360
H 3.1170 -6.1020 -0.1994
H 2.5156 -3.7348 -0.4348
H 2.5973 -0.8229 1.9715
H 3.2217 0.7834 3.7228
H 4.4436 2.8544 3.1122
H 5.0038 3.2998 0.7559
H 4.9426 2.7982 -1.4864
H 3.5264 1.8790 -2.0016
H 5.1066 1.0838 -1.8742
H 3.6651 -0.4636 -3.7081
H 4.4177 -1.6184 -4.8046
H 5.2041 -0.0826 -4.4645
H 7.0293 -1.9132 -4.2026
O -2.2268 -0.4508 -0.2780
S -3.1927 0.6168 -0.7898
C -4.1188 1.0968 0.6560
C -4.2173 0.2222 1.7257
C -4.9291 0.6228 2.8437
C -5.5303 1.8750 2.8752
C -5.4143 2.7411 1.7975
C -4.6909 2.3573 0.6781
C -4.4536 -0.3757 -1.5806
C -5.4211 0.2714 -2.3333
C -6.4173 -0.4818 -2.9316
C -6.4264 -1.8631 -2.7846
C -5.4404 -2.4954 -2.0414
C -4.4405 -1.7513 -1.4308
H -3.7162 -0.7369 1.6917
H -5.0046 -0.0372 3.6973
H -6.0794 2.1840 3.7549
H -5.8641 3.7239 1.8368
H -4.5510 3.0360 -0.1541
H -5.3972 1.3487 -2.4491
H -7.1814 0.0075 -3.5205
H -7.2020 -2.4491 -3.2596
H -5.4449 -3.5722 -1.9368
H -3.6549 -2.2218 -0.8544
```

HOMO-LUMO gap (alpha / beta) (eV): 6.880 / 5.853
⟨S²⟩: 3.7832
LUMO (alpha / beta) (eV): 0.057 / -1.002
ΔE to the lowest compared entry with this formula, charge and spin (eV): 0.000
Molar mass (g/mol): 1074.75
2S+1: 4
F_max (eV/A): 0.408

Entry 2:
Density functional theory data (wB97M-V/def2-TZVPD) for a structure of composition C4H11BrNOTi.

```
19
Properties=species:S:1:pos:R:3
Ti 1.1985 -1.1647 -1.3449
Br 2.2210 -3.3920 -2.0456
C -1.8686 0.4605 1.8708
C -0.9622 0.3306 0.6128
C 0.5100 0.5898 1.0832
O 1.6358 0.5375 0.1135
C 1.5995 0.9089 -1.2645
N -1.0530 -0.9754 -0.1619
H -2.9142 0.3428 1.5337
H -1.6690 1.3856 2.4024
H -1.7110 -0.4584 2.4208
H -1.2906 1.2222 0.0166
H 0.8261 -0.2179 1.8276
H 0.4790 1.5209 1.6616
H 2.3815 1.6042 -1.4442
H 0.5386 1.2759 -1.5223
H 3.0756 -1.6595 -4.5992
H -1.1141 -0.8535 -1.2142
H -1.8827 -1.4577 0.0537
```

HOMO-LUMO gap (alpha / beta) (eV): 5.278 / 7.145
⟨S²⟩: 0.7569
LUMO (alpha / beta) (eV): -11.901 / -11.777
Charge: +2
Molar mass (g/mol): 216.91
2S+1: 2
F_max (eV/A): 4.134

Entry 3:
Density functional theory data (wB97M-V/def2-TZVPD) for a cluster of 2 separate species, C3H9NO3 in total.

```
16
Properties=species:S:1:pos:R:3
N 0.9716 -1.0338 1.7139
C 2.1018 -1.0004 0.9453
O 2.9885 -1.8220 0.9935
C 1.9869 -0.0544 -0.2738
C 0.7461 0.0273 -1.1457
O 0.6478 1.3528 -1.6724
H 0.9041 -1.7295 2.4388
H 0.4924 -0.1464 1.7238
H 2.1367 1.0072 -0.0637
H 2.9869 -0.3857 -0.7168
H 0.7419 -0.8725 -1.7496
H -0.1277 -0.2283 -0.5363
H -0.0694 1.3987 -2.3110
O -7.2640 1.8636 -0.1837
H -7.6375 1.1626 -0.7264
H -6.3248 1.8864 -0.3781
```

HOMO-LUMO gap (eV): 10.537
SMILES: NC(=O)CCO.O
LUMO (eV): 0.527
ΔE to the lowest compared entry with this formula, charge and spin (eV): 1.636
Molar mass (g/mol): 107.11
2S+1: 1
F_max (eV/A): 2.846

Entry 4:
Density functional theory data (wB97M-V/def2-TZVPD) for a cluster of 2 separate species, C5H17N2O in total.

```
25
Properties=species:S:1:pos:R:3
C -0.5520 -1.1028 -1.7631
N -1.4016 0.0812 -1.5547
C -2.6526 -0.4167 -0.8329
C -0.1229 -1.4425 -0.2758
N 0.3995 -0.2130 0.4987
C 1.3093 -0.6613 1.6384
C 2.3933 0.3962 1.8101
H 0.2357 -0.7947 -2.3681
H -0.9220 -2.1562 -2.1960
H -1.6336 0.3878 -2.4878
H -3.2123 0.6188 -0.7481
H -2.5113 -1.0284 -0.0406
H -3.3103 -1.0932 -1.4117
H 0.7932 -1.9092 -0.3473
H -0.9233 -1.9096 0.3736
H -0.4089 0.4616 0.7629
H 0.8688 0.4075 -0.3063
H 1.7548 -1.5679 1.3859
H 0.7985 -0.8888 2.6241
H 2.2508 1.4480 1.4630
H 2.6682 0.4501 2.9021
H 3.3924 -0.0493 1.3867
H -0.0508 4.0353 0.4377
H 0.6200 3.6580 -0.8265
O 0.2173 3.2890 -0.1239
```

HOMO-LUMO gap (eV): 10.784
LUMO (eV): -2.668
ΔE to the lowest compared entry with this formula, charge and spin (eV): 3.202
Charge: +1
Molar mass (g/mol): 121.20
2S+1: 1
F_max (eV/A): 6.812

Entry 5:
Density functional theory data (wB97M-V/def2-TZVPD) for a structure of composition C32H18Cl5N5O7Pt.

```
68
Properties=species:S:1:pos:R:3
Pt 0.3900 0.4917 0.5507
Cl -2.1239 1.6428 -1.7123
C -2.5643 0.8196 -0.2571
C -1.6194 0.1272 0.5070
C -2.1165 -0.7166 1.4965
Cl -1.0214 -1.7684 2.3269
C -3.4683 -0.7881 1.8223
Cl -4.0099 -1.8296 3.0642
C -4.3778 0.0053 1.1255
Cl -6.0290 -0.0118 1.5427
C -3.9260 0.7806 0.0557
Cl -5.0527 1.6616 -0.8810
O 6.9570 -2.6679 -1.6023
N 6.4302 -1.5871 -1.6701
O 6.9302 -0.5617 -2.0841
C 5.0136 -1.5000 -1.2496
C 4.2478 -2.5864 -1.4588
C 2.8419 -2.5392 -1.1849
C 1.9780 -3.6312 -1.3897
C 0.6354 -3.4841 -1.1419
C 0.1497 -2.2501 -0.7177
N 0.9551 -1.2063 -0.5074
C 2.2955 -1.3524 -0.7065
C 3.1465 -0.2556 -0.3621
N 2.5534 0.7835 0.2718
C 3.2933 1.8112 0.6454
C 4.6627 1.8720 0.3817
C 5.2779 0.8354 -0.2726
C 4.5134 -0.2882 -0.6536
H 4.6939 -3.4881 -1.8574
H 2.3794 -4.5759 -1.7347
H -0.0586 -4.3004 -1.2794
H -0.9071 -2.0871 -0.5687
H 2.7961 2.6048 1.1886
H 5.2262 2.7382 0.6974
H 6.3307 0.8807 -0.5058
O 1.5354 -0.2490 2.5998
C 0.7286 0.5075 3.1606
O -0.0735 1.2490 2.4186
C 0.5915 0.6126 4.6031
C -0.6323 1.0141 5.1266
C -0.8262 1.1514 6.4984
C 0.2679 0.8799 7.2897
O 0.3518 0.9499 8.6306
C 1.6954 0.6012 8.9973
O 2.3793 0.2874 7.7799
C 1.4950 0.4767 6.7661
C 1.6989 0.3193 5.4286
H -1.4416 1.2172 4.4380
H -1.7704 1.4532 6.9266
H 1.6780 -0.2741 9.6437
H 2.1719 1.4581 9.4713
H 2.6428 -0.0146 5.0224
N 1.2989 3.2340 -4.2673
C 0.9195 4.2253 -3.4308
O 0.7224 5.3622 -3.7829
C 0.7225 3.8817 -1.9647
C 0.5535 4.9487 -1.0843
C 0.3180 4.6981 0.2556
C 0.2377 3.3913 0.6937
N 0.4045 2.3725 -0.1610
C 0.6404 2.6029 -1.4630
H 1.4205 3.4703 -5.2397
H 1.5209 2.3024 -3.9741
H 0.5951 5.9540 -1.4850
H 0.1839 5.5019 0.9651
H 0.0205 3.1424 1.7226
H 0.7524 1.7235 -2.0809
```

HOMO-LUMO gap (alpha / beta) (eV): 4.024 / 4.023
LUMO (alpha / beta) (eV): -8.748 / -8.749
ΔE to the lowest compared entry with this formula, charge and spin (eV): 2.202
Charge: +2
Molar mass (g/mol): 956.87
2S+1: 1
F_max (eV/A): 1.940

Entry 6:
Density functional theory data (wB97M-V/def2-TZVPD) for a structure of composition C37H16AsF15GeN4O6S3Y.

```
84
Properties=species:S:1:pos:R:3
Y 0.5335 -1.1206 -0.8488
N 4.4786 -3.9830 -1.2804
C 3.9086 -2.8038 -1.4752
S 2.6070 -2.8288 -2.6066
N 4.2608 -1.7926 -0.7304
N 3.4334 -0.7667 -0.7102
C 3.8372 0.5008 -0.4391
C 5.1158 0.7434 0.1719
C 5.8565 1.8842 -0.1502
C 7.1472 2.0749 0.3048
C 7.6630 1.1711 1.2148
C 6.8990 0.0736 1.5921
C 5.6716 -0.2178 1.0318
C 2.7797 1.4717 -0.7129
C 2.8952 2.8111 -0.1938
C 2.1981 3.8351 -0.7926
C 1.2465 3.4844 -1.7716
C 1.0841 2.1289 -2.2193
N 1.7147 1.1280 -1.5677
H 4.0709 -4.8460 -1.6697
H 5.3693 -4.1202 -0.7992
H 5.4010 2.6590 -0.8151
H 7.6511 2.9572 -0.1461
H 8.6683 1.3414 1.6369
H 7.2884 -0.6354 2.3072
H 5.0973 -1.1626 1.3143
H 3.4834 2.9491 0.7236
H 2.2336 4.8905 -0.4468
H 0.7710 4.2618 -2.3426
H 0.4519 1.8837 -3.0488
O 2.0983 -2.3984 3.4436
As 0.7327 -1.7100 2.6087
O -0.0932 -0.4109 3.2819
O 1.4351 -1.4923 1.0999
C -0.3128 -3.4016 2.6840
C 0.1132 -4.3018 3.6391
C -0.4102 -5.5650 3.6884
C -1.4555 -5.9422 2.8460
C -1.8728 -5.0821 1.8459
C -1.2488 -3.8701 1.7509
S -1.3063 -3.0840 0.2148
O -2.4737 -3.5432 -0.4721
O -1.3315 -1.6064 0.4688
O 0.0194 -3.3294 -0.4726
H 2.5368 -1.6482 3.8863
H 0.8077 -4.0181 4.4337
H -0.1000 -6.2684 4.4638
H -1.8371 -6.9875 2.9576
H -2.7203 -5.3373 1.1999
F -3.6758 -0.0702 1.7617
C -4.2691 -0.7753 0.8140
C -3.9162 -0.6116 -0.5477
C -4.4022 -1.5527 -1.4110
F -4.2985 -1.3848 -2.7126
C -5.1734 -2.6547 -0.9381
F -5.5758 -3.5895 -1.8561
C -5.4942 -2.7985 0.4267
F -6.0414 -3.9509 0.8475
C -5.2356 -1.7008 1.2187
F -5.8769 -1.6117 2.4873
Ge -2.6750 0.8680 -1.1611
S -1.2569 -0.1481 -2.5084
C -1.9074 2.0134 0.2961
C -2.3208 3.3507 0.4720
F -3.5025 3.6990 -0.1019
C -1.5225 4.3379 1.0757
F -1.9376 5.5923 1.3894
C -0.2585 3.9676 1.5629
F 0.5986 4.8384 2.1647
C 0.0802 2.6081 1.5776
F 1.2029 2.3796 2.3081
C -0.6940 1.6996 0.8557
F -0.0783 0.4911 0.6945
C -3.6544 2.1833 -2.4028
C -2.9339 2.8841 -3.3900
F -1.5790 2.8253 -3.4508
C -3.6042 3.5837 -4.3754
F -2.9504 3.8957 -5.5100
C -4.8456 4.1551 -4.1522
F -5.3578 5.1407 -4.8834
C -5.6005 3.5914 -3.1398
F -6.8627 4.0420 -2.8537
C -4.9889 2.6248 -2.3153
F -5.7893 2.1021 -1.3416
```

HOMO-LUMO gap (alpha / beta) (eV): 6.673 / 6.673
LUMO (alpha / beta) (eV): 1.669 / 1.668
ΔE to the lowest compared entry with this formula, charge and spin (eV): 1.635
Charge: -1
Molar mass (g/mol): 1230.17
2S+1: 1
F_max (eV/A): 4.792

Entry 7:
Density functional theory data (wB97M-V/def2-TZVPD) for the molecule C10H18O3Si.

```
32
Properties=species:S:1:pos:R:3
C -2.2288 1.6870 1.6475
O -1.7912 1.5711 0.3433
Si -0.9065 0.2981 -0.2565
O -1.3021 -0.0135 -1.8481
C -2.5153 0.4762 -2.3636
O -1.1584 -1.0491 0.7253
C -2.4198 -1.5629 0.5953
C 0.9299 0.6455 -0.2150
C 1.5143 0.5023 1.2108
C 2.6776 -0.5692 0.9842
C 3.7159 0.0658 0.0923
C 3.2059 0.1641 -1.1401
C 1.7845 -0.4051 -1.0534
C 2.0150 -1.5741 -0.0478
H -2.1143 2.7561 1.8939
H -1.6287 1.0920 2.3372
H -3.2916 1.3942 1.7096
H -2.5950 1.5375 -2.1154
H -2.5436 0.2873 -3.4486
H -3.3505 -0.0645 -1.8952
H -2.6474 -1.6959 -0.4803
H -2.4558 -2.5841 1.0653
H -3.1864 -0.9470 1.0477
H 1.0886 1.6243 -0.6563
H 1.8447 1.4473 1.7337
H 0.7951 0.0412 1.9076
H 3.0280 -1.0871 1.8833
H 4.7110 0.3932 0.3993
H 3.6903 0.6011 -1.9686
H 1.3560 -0.6366 -2.0332
H 1.0831 -2.0499 0.3718
H 2.6955 -2.3452 -0.4260
```

HOMO-LUMO gap (eV): 9.791
SMILES: CO[Si](OC)(OC)[C@H]1C[C@@H]2C=C[C@H]1C2
LUMO (eV): 0.880
ΔE to the lowest compared entry with this formula, charge and spin (eV): 0.000
Molar mass (g/mol): 214.34
2S+1: 1
F_max (eV/A): 2.699

Entry 8:
Density functional theory data (wB97M-V/def2-TZVPD) for a structure of composition C3H6N2S.

```
12
Properties=species:S:1:pos:R:3
C 1.0512 1.3005 0.1970
C 0.7063 -0.1305 -0.1836
C -0.7584 -0.4705 -0.2252
H 0.9407 1.9788 -0.7262
H 2.1754 1.3650 0.4183
H 0.6393 1.8424 1.1144
H -2.1084 -1.9521 0.3978
H -0.3935 -2.6207 0.7211
H -1.4359 1.2644 -0.9466
N -1.0865 -1.6773 0.1291
N -1.6718 0.2625 -0.5444
S 1.9417 -1.1624 -0.3517
```

HOMO-LUMO gap (eV): 8.088
LUMO (eV): -0.704
ΔE to the lowest compared entry with this formula, charge and spin (eV): 3.218
Molar mass (g/mol): 102.16
2S+1: 1
F_max (eV/A): 10.948

Entry 9:
Density functional theory data (wB97M-V/def2-TZVPD) for a structure of composition C15H12IN9O2SZn.

```
41
Properties=species:S:1:pos:R:3
Zn -0.7751 0.0234 -0.2500
N 0.9691 -7.1764 -2.4311
C 0.6800 -6.0840 -1.6378
C -0.1105 -5.0404 -2.1330
C -0.4474 -3.9774 -1.3220
C 0.0099 -3.9341 -0.0103
C 0.7895 -4.9640 0.4961
C 1.1204 -6.0334 -0.3112
S -0.4517 -2.5914 1.0130
O -0.1686 -2.9135 2.3773
O -1.7839 -2.1853 0.6317
N 0.4296 -1.2644 0.5181
C 1.7779 -1.2233 0.7483
N 2.4117 -0.0590 0.5380
C 3.7221 -0.0291 0.7829
C 4.4295 -1.1224 1.2288
C 3.6851 -2.2858 1.3894
N 2.3892 -2.3435 1.1529
H 0.8879 -7.0518 -3.4256
H 1.7478 -7.7484 -2.1527
H -0.4784 -5.0847 -3.1505
H -1.0911 -3.1905 -1.6941
H 1.1258 -4.9121 1.5219
H 1.7164 -6.8474 0.0832
H 4.2124 0.9242 0.6102
H 5.4886 -1.0745 1.4271
H 4.1506 -3.2094 1.7174
I 0.0930 5.5299 -2.8341
C 0.4032 3.7505 -1.8538
C 1.5809 3.3093 -1.2765
N 1.3377 2.1066 -0.7523
N 0.0679 1.7395 -0.9597
C -0.5192 2.7278 -1.6302
H 2.5494 3.7753 -1.2178
H 1.9103 1.3779 -0.2722
H -1.5590 2.6608 -1.9041
N -2.5490 0.2895 -0.7701
C -3.6628 0.0009 -1.0197
N -4.8704 -0.1334 -1.3161
C -5.5314 -1.2574 -1.5234
N -6.1823 -2.1904 -1.7221
```

HOMO-LUMO gap (eV): 8.573
LUMO (eV): 0.017
ΔE to the lowest compared entry with this formula, charge and spin (eV): 0.122
Molar mass (g/mol): 574.68
2S+1: 1
F_max (eV/A): 0.402

Entry 10:
Density functional theory data (wB97M-V/def2-TZVPD) for a structure of composition C24H19AsClN2O6RhS.

```
55
Properties=species:S:1:pos:R:3
Rh -0.6175 0.5459 0.2736
O 4.0197 1.2050 -0.2196
As 2.4168 1.2465 0.5021
O 2.0265 2.7963 -0.2059
O 1.5296 0.0253 -0.1777
C 3.0689 0.9443 2.2953
C 4.4331 0.8212 2.5205
C 4.8764 0.3973 3.7683
C 3.9749 0.0855 4.7725
C 2.6095 0.2025 4.5502
C 2.1671 0.6270 3.3127
S 0.4517 0.8316 2.9745
O 0.5335 1.8747 1.8880
O -0.2300 1.2289 4.1658
O -0.0020 -0.4180 2.3656
H 3.9192 1.1478 -1.1778
H 5.1348 1.0559 1.7363
H 5.9392 0.3040 3.9496
H 4.3350 -0.2442 5.7385
H 1.8880 -0.0193 5.3253
N -2.1484 0.1406 -0.7403
C -2.8667 -0.9060 -0.7406
C -4.3583 -0.7638 -0.6983
C -5.1708 -1.8625 -0.4382
C -6.5530 -1.7235 -0.4019
C -7.1345 -0.4860 -0.6221
C -6.3269 0.6208 -0.8616
C -4.9508 0.4827 -0.8970
C -2.2574 -2.2628 -0.9158
C -2.6897 -3.0714 -1.9662
C -2.0767 -4.2903 -2.2129
C -1.0320 -4.7195 -1.4044
C -0.6042 -3.9236 -0.3517
C -1.2110 -2.6997 -0.1079
H -4.7245 -2.8277 -0.2395
H -7.1731 -2.5868 -0.1978
H -8.2117 -0.3807 -0.6037
H -6.7739 1.5940 -1.0190
H -4.3146 1.3362 -1.0901
H -3.4927 -2.7311 -2.6087
H -2.4138 -4.9031 -3.0395
H -0.5560 -5.6733 -1.5938
H 0.2065 -4.2524 0.2857
H -0.8789 -2.0998 0.7299
Cl -2.3911 5.5264 1.2192
C -1.1484 4.7232 0.3682
C -0.0167 5.4218 -0.0896
C 0.9131 4.7289 -0.7766
C 0.8458 3.2414 -0.9251
N -0.4267 2.6262 -0.5603
C -1.3077 3.3464 0.0554
H 0.0735 6.4842 0.0918
H 1.7999 5.2052 -1.1727
H 1.0328 2.9536 -1.9623
H -2.2468 2.8613 0.3053
```

HOMO-LUMO gap (alpha / beta) (eV): 4.550 / 4.686
LUMO (alpha / beta) (eV): -2.052 / -1.991
Molar mass (g/mol): 676.77
2S+1: 1
F_max (eV/A): 4.096

Entry 11:
Density functional theory data (wB97M-V/def2-TZVPD) for a cluster of 2 separate species, C4H13NO2 in total.

```
20
Properties=species:S:1:pos:R:3
C 1.0395 -0.1784 -1.6195
C 0.9335 0.5506 -0.2012
C 1.9523 -0.0099 0.7964
N -0.4029 0.4731 0.4294
C -0.9174 -0.8777 0.7159
O -0.8014 -1.3330 2.1296
H 0.1838 -0.7738 -1.6905
H 0.9799 0.5443 -2.4409
H 1.9579 -0.8011 -1.5004
H 1.1295 1.6199 -0.3279
H 2.2091 0.4145 1.7661
H 1.4317 -0.9245 1.0598
H 2.9470 -0.2503 0.3534
H -0.5283 1.0906 1.1800
H -1.9582 -1.0753 0.3476
H -0.3075 -1.6459 0.2273
H -0.3404 -0.4770 2.4756
O -1.5739 1.2352 -2.0748
H -1.4640 1.1334 -1.0913
H -2.4640 1.7085 -1.9514
```

HOMO-LUMO gap (eV): 10.265
SMILES: CC(C)NCO.O
LUMO (eV): 0.747
ΔE to the lowest compared entry with this formula, charge and spin (eV): 1.804
Molar mass (g/mol): 107.15
2S+1: 1
F_max (eV/A): 4.129

- Look up the molar mass of the third one.
  107.11 g/mol